P) This record from the OMol25 dataset describes C4H6N4 in the gas phase. The level of theory is ωB97M-V/def2-TZVPD.

## Properties
E_LUMO	0.60	eV
SMILES	[H]/N=C1\NC=NC(=C)N1
Kohn-Sham gap	8.80	eV
multiplicity	1

CARTESIAN COORDINATES (ANGSTROEM)
1 C -2.3970 -0.9501 -0.0104
2 C -1.2465 -0.2873 -0.0359
3 C 1.2643 -0.3728 -0.0346
4 C -0.0871 1.6852 -0.0024
5 H -2.4086 -2.0526 0.0660
6 H -3.3366 -0.3652 -0.1187
7 H 0.0343 -1.9907 0.1762
8 H 3.1130 -0.5201 -0.0856
9 H 1.9682 1.5459 0.0461
10 H 0.0140 2.7803 0.0327
11 N -0.0063 -0.9592 0.0909
12 N 2.2992 -1.1362 -0.0632
13 N 1.1310 1.0135 0.0624
14 N -1.2219 1.1037 -0.0354

---

Q) This record from the OMol25 dataset describes C4H6N4 in the gas phase. The level of theory is ωB97M-V/def2-TZVPD.

## Properties
E_LUMO	0.76	eV
SMILES	N[C@@H]1Cc2[nH]nnc21
Kohn-Sham gap	9.78	eV
multiplicity	1

CARTESIAN COORDINATES (ANGSTROEM)
1 C 1.0431 -0.0003 -1.1212
2 C 0.4268 -1.3890 -0.7733
3 C -0.1451 -0.7805 0.4672
4 C 0.3530 0.4992 0.2215
5 H -0.2346 0.6413 -2.3158
6 H 1.1922 1.4648 -2.4097
7 H 2.0499 -0.0258 -0.9009
8 H 1.1303 -2.2469 -0.5848
9 H -0.3448 -1.8366 -1.3547
10 H -1.4123 -1.4054 1.9848
11 N 0.7748 0.5222 -2.4223
12 N -1.0550 -0.6835 1.4311
13 N -1.1002 0.6532 1.8052
14 N -0.3978 1.4270 1.0168

---

Energy relative to the most stable one, in eV: P) 0.000; Q) 3.230

---

P) This record from the OMol25 dataset describes C4H6N4 in the gas phase. The level of theory is ωB97M-V/def2-TZVPD.

## Properties
E_LUMO	0.68	eV
SMILES	C1=NN[C@H]2C=NN[C@H]12
Kohn-Sham gap	9.73	eV
multiplicity	1

CARTESIAN COORDINATES (ANGSTROEM)
1 C -0.0870 -1.7189 -0.2790
2 C 0.2127 -0.4599 0.4007
3 C -0.4730 1.6542 0.4677
4 C -0.4623 0.4090 -0.5147
5 H 0.8864 0.0940 -2.3217
6 H 0.3564 -2.7371 0.0427
7 H 1.3050 0.0334 -0.0002
8 H 0.7928 -0.2356 2.5442
9 H -0.5431 2.6273 0.0836
10 H -1.5761 0.3314 -0.4871
11 N -0.1673 0.0145 -1.9303
12 N -0.1044 -1.4973 -1.5370
13 N -0.0237 0.0892 1.8581
14 N -0.1163 1.3956 1.6728

---

Q) This record from the OMol25 dataset describes C4H6N4 in the gas phase. The level of theory is ωB97M-V/def2-TZVPD.

## Properties
E_LUMO	0.82	eV
SMILES	[H]/N=C/N1C=CN=CN1
Kohn-Sham gap	9.30	eV
multiplicity	1

CARTESIAN COORDINATES (ANGSTROEM)
1 C -1.5879 0.3770 -0.2149
2 C 0.9917 -1.3510 -0.1214
3 C 1.8438 0.6807 -0.2001
4 C 0.7282 1.2176 0.2648
5 H -3.2091 -0.0101 -0.9147
6 H -1.6430 1.4484 -0.6149
7 H -0.8017 -1.4525 1.0514
8 H 1.0458 -2.3776 -0.3799
9 H 2.8378 1.1520 -0.0350
10 H 0.5529 2.1797 0.8132
11 N -2.5065 -0.4261 -0.3405
12 N -0.2999 0.2180 0.4027
13 N 0.0843 -0.9970 0.9395
14 N 1.9637 -0.6589 -0.6502

---

R) This record from the OMol25 dataset describes C4H6N4 as an isolated structure. The level of theory is ωB97M-V/def2-TZVPD.

## Properties
E_LUMO	0.89	eV
Kohn-Sham gap	8.39	eV
multiplicity	1

CARTESIAN COORDINATES (ANGSTROEM)
1 C -0.0043 -0.0017 -0.7708
2 C -0.8903 1.0205 -1.0285
3 C -1.4492 1.4481 0.1559
4 C 0.1210 -0.2190 0.5895
5 H 1.1563 -1.7754 -1.1477
6 H 1.1144 -0.4793 -2.4873
7 H -1.3272 1.3740 -2.1152
8 H -2.2070 2.2631 0.2368
9 H -1.1228 0.2609 2.3246
10 H 2.1458 -1.6280 2.0779
11 N 0.5503 -0.8491 -1.6600
12 N -0.7838 0.6640 1.1088
13 N 0.9765 -0.6598 1.5678
14 N 1.7204 -1.4182 1.1482

---

S) This record from the OMol25 dataset describes C4H6N4 in the gas phase. The level of theory is ωB97M-V/def2-TZVPD.

## Properties
E_LUMO	0.71	eV
SMILES	c1nc2n(n1)CCN2
Kohn-Sham gap	9.00	eV
multiplicity	1

CARTESIAN COORDINATES (ANGSTROEM)
1 C 1.6772 -0.1494 0.0387
2 C 0.8009 1.1150 -0.0777
3 C -2.4550 -0.0843 -0.0011
4 C -0.4862 -0.7827 -0.1687
5 H 2.5989 -0.0769 -0.5097
6 H 1.8750 -0.2831 1.0878
7 H 0.9806 1.6790 -0.9679
8 H 0.8695 1.6960 0.8241
9 H -3.5543 -0.1557 0.0864
10 H 0.9841 -2.1129 0.2009
11 N -0.5241 0.5704 -0.1372
12 N -1.7707 1.0779 -0.1035
13 N -1.7483 -1.2617 -0.0182
14 N 0.7527 -1.2316 -0.2539

---

Energy relative to the most stable one, in eV: P) 5.394; Q) 2.486; R) 4.528; S) 0.000

---

P) This record from the OMol25 dataset describes C4H6N4 in the gas phase. The level of theory is ωB97M-V/def2-TZVPD.

## Properties
E_LUMO	0.57	eV
SMILES	[H]/N=c1/cc[nH]n1N=C
Kohn-Sham gap	8.47	eV
multiplicity	1

CARTESIAN COORDINATES (ANGSTROEM)
1 C -2.5632 -0.1973 -0.1619
2 C 1.7384 -1.0257 -0.0486
3 C 1.9633 0.2084 -0.1649
4 C 0.8349 1.0376 0.0565
5 H -3.6672 0.0342 -0.1199
6 H -2.4348 -1.2166 -0.5586
7 H -0.2601 -2.0192 0.5575
8 H 2.5217 -1.7133 0.0567
9 H 3.0597 0.5304 -0.1503
10 H -0.3306 2.5794 0.3159
11 N -1.6049 0.6577 0.0508
12 N -0.2787 0.0676 0.2730
13 N 0.3142 -1.2224 -0.0186
14 N 0.7073 2.2793 -0.0878

---

Q) This record from the OMol25 dataset describes C4H6N4 in the gas phase. The level of theory is ωB97M-V/def2-TZVPD.

## Properties
E_LUMO	0.85	eV
SMILES	c1nnc([C@@H]2CN2)[nH]1
Kohn-Sham gap	10.01	eV
multiplicity	1

CARTESIAN COORDINATES (ANGSTROEM)
1 C 1.7278 -0.3980 0.7811
2 C 0.8952 -0.6679 -0.4872
3 C -0.5875 -0.3236 -0.3718
4 C -2.4054 0.6329 0.0395
5 H 1.2557 0.0627 1.7394
6 H 2.6558 -0.9486 0.8137
7 H 2.4444 0.4354 -1.0339
8 H 1.2121 -1.5105 -1.0277
9 H -3.2034 1.3419 0.3237
10 H -0.4071 1.7897 -0.1246
11 N 1.6716 0.6119 -0.4454
12 N -1.4810 -1.2347 -0.2111
13 N -2.6979 -0.7140 0.0969
14 N -1.0803 0.9227 -0.0926

---

Energy relative to the most stable one, in eV: P) 2.349; Q) 0.000

---

P) This record from the OMol25 dataset describes C4H6N4 in the gas phase. The level of theory is ωB97M-V/def2-TZVPD.

## Properties
E_LUMO	0.78	eV
SMILES	c1cn[nH]cn[nH]c1
Kohn-Sham gap	8.94	eV
multiplicity	1

CARTESIAN COORDINATES (ANGSTROEM)
1 C 0.6127 0.4522 -1.4811
2 C 1.4284 -0.4564 -0.8603
3 C 1.1757 -1.0073 0.4373
4 C -1.4959 0.3917 0.9788
5 H -0.7371 2.1334 -1.4651
6 H 0.7868 0.8029 -2.5443
7 H 2.4183 -0.5514 -1.3734
8 H 2.1445 -1.6198 0.7629
9 H -1.5407 -1.3208 2.1153
10 H -2.2771 0.8145 1.7056
11 N -0.5759 1.1164 -1.0472
12 N 0.2292 -1.3578 1.2964
13 N -0.9131 -0.7011 1.4411
14 N -1.2560 1.3033 0.0340

---

Q) This record from the OMol25 dataset describes C4H6N4 in the gas phase. The level of theory is ωB97M-V/def2-TZVPD.

## Properties
E_LUMO	-0.14	eV
Kohn-Sham gap	8.93	eV
multiplicity	1

CARTESIAN COORDINATES (ANGSTROEM)
1 C 2.0770 -0.7032 -0.0086
2 C 0.1536 1.2721 -0.0123
3 C -1.5197 -0.4127 -0.2198
4 C -0.2686 -1.2301 0.2257
5 N 3.2134 -0.5390 0.2730
6 N 0.8093 2.3153 0.0572
7 N -1.1327 0.9827 0.0770
8 N 0.8744 -0.6333 -0.4424
9 H -1.5671 -0.7046 -1.2696
10 H -2.3998 -0.8458 0.4152
11 H -0.1705 -1.1320 1.2974
12 H -0.1034 -2.2463 -0.0601
13 H 1.7221 2.1626 -0.2327
14 H -1.6881 1.7144 -0.1001

---

R) This record from the OMol25 dataset describes a 2-piece molecular cluster, C4H6N4 overall. The level of theory is ωB97M-V/def2-TZVPD.

## Properties
E_LUMO	0.09	eV
Kohn-Sham gap	8.54	eV
multiplicity	1

CARTESIAN COORDINATES (ANGSTROEM)
1 C 1.3664 -0.3169 0.0654
2 C 1.2448 1.0058 0.2551
3 C -0.8418 0.2430 -0.1391
4 C 0.0730 -0.8245 0.1088
5 H 3.2816 -1.5196 0.8775
6 H 3.4319 0.0279 -0.3332
7 H 1.9140 1.8183 0.3999
8 H 0.0356 2.4835 0.3024
9 H 0.0470 -1.9671 -0.3486
10 H -2.5494 -1.5846 0.7373
11 N 2.7313 -0.8904 -0.2662
12 N -0.0587 1.4277 -0.0890
13 N -2.2109 0.1933 -0.2723
14 N -2.9209 -0.7166 0.1452

---

Energy relative to the most stable one, in eV: P) 1.197; Q) 0.000; R) 3.053

---

P) This record from the OMol25 dataset describes C4H6N4 in the gas phase. The level of theory is ωB97M-V/def2-TZVPD.

## Properties
E_LUMO	0.62	eV
SMILES	C1=C2N=NC[C@@H]2NN1
Kohn-Sham gap	8.67	eV
multiplicity	1

CARTESIAN COORDINATES (ANGSTROEM)
1 C -1.0605 0.4094 -1.3459
2 C 0.4216 -0.8986 -0.1195
3 C 1.3650 -0.7114 0.8141
4 C -0.7645 -0.0428 0.1473
5 H -0.9038 1.4648 -1.5627
6 H -2.1002 0.1430 -1.5681
7 H 2.3456 -1.2316 0.8069
8 H 1.4815 0.6979 2.3517
9 H 0.0600 1.6377 0.7387
10 H -1.6880 -0.5811 0.3514
11 N -0.2372 -0.6032 -2.1793
12 N 0.5707 -1.2718 -1.4507
13 N 0.8400 0.1283 1.7547
14 N -0.3301 0.8595 1.2614

---

Q) This record from the OMol25 dataset describes a 2-piece molecular cluster, C4H6N4 overall. The level of theory is ωB97M-V/def2-TZVPD.

## Properties
E_LUMO	-0.58	eV
Kohn-Sham gap	8.38	eV
multiplicity	1

CARTESIAN COORDINATES (ANGSTROEM)
1 C 0.5874 -0.2063 -1.5585
2 C 1.3090 -1.0368 -0.6797
3 C 1.1924 -1.0108 0.8082
4 C -1.5933 0.9039 0.2672
5 H 0.5940 1.1995 -0.2028
6 H -0.1812 -0.4626 -2.4686
7 H 1.8658 -2.0549 -1.1273
8 H 1.8448 -1.5299 1.4280
9 H -1.1420 1.2665 2.3546
10 H -2.6369 0.9110 0.4168
11 N 0.0454 1.1642 -1.2062
12 N 0.3464 -0.5293 1.6046
13 N -0.9162 0.1457 1.3021
14 N -1.3154 1.2400 -0.9383

---

Energy relative to the most stable one, in eV: P) 0.000; Q) 5.031